1.
8 unconnected molecules or ions with the total composition C31H83N11O12 in a non-equilibrium geometry. Source: the OMol25 dataset; level of theory: ωB97M-V/def2-TZVPD.

The geometry in XYZ format:
```
137
C31H83N11O12 | the OMol25 dataset | ωB97M-V/def2-TZVPD
C -4.9292 -1.7601 -0.0850
O -3.9774 -2.7683 -0.6346
C -3.2210 -3.3744 0.3968
C -1.9347 -4.0022 -0.1781
C -2.3194 -5.0619 -1.1768
N -1.0276 -4.5666 0.7325
H -4.4367 -0.7816 0.1236
H -5.4914 -2.1413 0.7883
H -5.6669 -1.6257 -0.8993
H -2.9115 -2.5905 1.1654
H -3.8064 -4.2212 0.9512
H -1.3621 -3.2328 -0.7080
H -1.4760 -5.4660 -1.7867
H -3.1150 -4.6689 -1.8650
H -2.7203 -5.8635 -0.6309
H -0.3745 -3.8649 1.1035
H -1.2242 -5.4650 1.1682
C -0.5144 1.9480 -3.4722
O 0.5778 1.2638 -4.0843
C 1.6241 2.0502 -4.5677
C 2.4367 2.6285 -3.4372
N 2.9868 1.6647 -2.5416
C 3.8688 2.4492 -1.5859
C 4.3508 1.4920 -0.4817
O 5.0685 0.3984 -0.9532
C 5.0451 -0.6206 -0.0266
H -0.9954 2.6614 -4.1521
H -0.2237 2.5344 -2.5588
H -1.1285 1.1031 -3.2054
H 1.2453 2.9005 -5.1707
H 2.2139 1.3914 -5.2697
H 1.8597 3.5074 -3.0372
H 3.2298 3.1486 -3.8806
H 3.5388 0.9461 -3.0818
H 3.2033 3.1445 -1.0901
H 4.7166 3.0320 -1.9676
H 3.4819 1.1249 0.0482
H 5.0113 2.0712 0.1797
H 5.3952 -0.3370 0.9157
H 5.6632 -1.4448 -0.4977
H 4.0174 -1.0380 0.0923
C 3.3901 -6.0511 2.2396
O 2.7493 -5.5357 1.0449
C 3.5921 -5.1177 0.0605
C 2.7106 -4.2213 -0.8730
N 1.7716 -4.9910 -1.6561
C 1.0425 -4.0487 -2.5725
C 1.6698 -4.1093 -3.9702
O 1.0951 -3.0656 -4.7601
C 1.8185 -1.8432 -4.5637
H 3.9020 -6.9242 1.9970
H 2.6095 -6.2370 2.9643
H 4.0653 -5.3544 2.7537
H 4.0923 -5.9687 -0.4881
H 4.3907 -4.4396 0.5377
H 3.2540 -3.7056 -1.6522
H 2.2592 -3.3796 -0.2170
H 1.0391 -5.3619 -1.1074
H 1.0768 -3.0313 -2.2020
H -0.0192 -4.3403 -2.6224
H 1.5939 -5.0139 -4.5407
H 2.7882 -4.0385 -3.8012
H 2.8731 -2.0628 -4.4836
H 1.4779 -1.3884 -3.6428
H 1.6040 -1.2408 -5.4150
C 2.7950 -2.1797 3.0232
O 2.0212 -1.9560 4.2169
C 0.7755 -2.7414 4.1889
C 0.2817 -2.6630 5.5728
N -0.0346 -1.3420 6.0205
C -1.0433 -0.7125 5.2234
C -1.6900 0.4746 5.8600
O -0.8296 1.5319 5.9949
C -1.3623 2.6079 6.8390
H 2.9033 -3.3095 2.9525
H 3.7349 -1.6757 3.1675
H 2.2656 -1.8409 2.1126
H 0.8776 -3.7552 3.7832
H 0.2147 -2.1907 3.4515
H 1.0321 -3.1110 6.2472
H -0.6517 -3.1858 5.7512
H 0.7818 -0.7448 6.2485
H -1.8236 -1.4540 4.9810
H -0.6747 -0.4054 4.2010
H -2.1361 0.1589 6.8284
H -2.4655 0.7877 5.1886
H -2.2536 3.0371 6.3724
H -0.5712 3.3316 7.0042
H -1.6169 2.1658 7.7993
C -2.8763 1.8573 1.2833
O -2.8868 2.5500 0.0180
C -2.9944 3.9196 0.2022
C -2.8385 4.5621 -1.1263
N -2.9566 5.9847 -1.0672
C -1.9824 6.7286 -0.2952
C -2.2278 8.2173 -0.5033
O -3.5721 8.4755 -0.1544
C -4.2307 9.3574 -0.9776
H -2.0902 2.2351 1.8886
H -2.6642 0.8065 1.0394
H -3.8117 1.8304 1.7939
H -2.2941 4.2867 0.9471
H -3.9769 4.2451 0.6753
H -3.5764 4.1945 -1.8298
H -1.7863 4.3353 -1.4611
H -3.8700 6.3051 -0.8545
H -1.0219 6.5116 -0.7051
H -2.0195 6.2790 0.7066
H -2.1333 8.3511 -1.6476
H -1.5136 8.8703 0.0337
H -3.7912 10.3756 -1.0376
H -5.2335 9.5714 -0.6035
H -4.3203 9.0437 -2.0145
N 1.3912 2.6350 2.4290
C 0.8295 3.4632 1.4389
N 0.9023 3.0310 0.1415
O 0.3809 4.5786 1.6278
H 1.4460 1.6178 2.3145
H 1.3742 2.8863 3.3932
H 1.0363 2.0995 -0.1349
H 0.4600 3.6634 -0.4895
N -1.3396 -1.1152 -4.8671
C -1.6258 -1.7497 -3.7330
N -2.5359 -2.7593 -3.7927
O -1.0258 -1.4494 -2.6981
H -1.5732 -1.4382 -5.7520
H -0.6222 -0.3911 -4.7027
H -2.9830 -2.9476 -2.9163
H -3.2123 -2.7003 -4.5308
N 1.1136 -0.1503 -1.2236
C 0.7615 -0.3897 0.0350
N -0.3146 -1.1376 0.2729
O 1.4065 0.0071 1.0270
H 0.5143 -0.5772 -1.9822
H 1.8879 0.5044 -1.5281
H -0.8866 -1.3411 -0.5354
H -0.7726 -1.1558 1.1989
```

Calculated values
highest occupied orbital energy = -8.19 eV
E_LUMO = 0.0196 Ha
gap between HOMO and LUMO = 0.32064 hartree
energy relative to the best compared isomer or geometry (same formula, charge and spin) = 0.0 kcal per mole
molar mass = 802.1 g/mol
F_max = 0.0707 Eh/bohr



2.
10 unconnected molecules or ions with the total composition C31H83NO10 in a non-equilibrium geometry. Source: the OMol25 dataset; level of theory: ωB97M-V/def2-TZVPD.

The geometry in XYZ format:
```
125
C31H83NO10 | the OMol25 dataset | ωB97M-V/def2-TZVPD
C 5.3102 -4.0475 3.7380
O 4.0771 -3.4557 3.8300
C 3.9844 -2.2372 3.1472
C 2.6347 -1.6142 3.2206
C 1.4361 -2.2068 2.4849
N 2.7835 -0.2363 2.6501
H 5.3110 -4.8153 2.9692
H 5.4884 -4.5081 4.7349
H 6.1195 -3.3187 3.4904
H 4.7403 -1.5000 3.5636
H 4.2166 -2.2854 2.0652
H 2.2669 -1.4116 4.2431
H 1.2620 -3.2857 2.7427
H 1.6493 -2.1349 1.3800
H 0.4498 -1.7117 2.6059
H 2.9455 -0.3878 1.6024
H 3.7206 0.1381 2.8745
C -0.9237 1.1386 0.4314
C 0.1932 0.3574 -0.2320
C -0.2517 -0.8929 -0.8049
O 0.9635 1.2268 -1.1410
H -0.6302 2.1218 0.8209
H -1.3468 0.5184 1.1587
H -1.6510 1.4319 -0.3245
H 0.9122 0.0709 0.5225
H 0.5961 -1.3544 -1.3343
H -1.0495 -0.7308 -1.5169
H -0.5816 -1.6223 -0.0480
H 1.0783 2.0031 -0.5990
C -1.7014 2.2400 -5.3858
C -1.0722 2.0749 -4.0607
C 0.4421 2.2248 -4.2156
O -1.4374 3.0641 -3.0357
H -1.2487 1.4311 -5.9836
H -1.5393 3.1776 -5.8810
H -2.7713 2.0963 -5.3313
H -1.4220 1.1065 -3.6373
H 0.6916 2.5239 -5.2242
H 0.8599 1.2235 -4.1607
H 0.9361 2.8753 -3.4710
H -0.8200 2.8270 -2.3068
C 1.1370 -1.6381 -4.8100
C 0.0454 -2.3955 -4.1468
C -0.7928 -3.3852 -4.9949
O 0.6483 -3.1486 -3.1159
H 0.7600 -0.8060 -5.4118
H 1.7625 -2.3501 -5.4166
H 1.6541 -1.2142 -3.9920
H -0.6627 -1.6781 -3.6811
H -1.4261 -2.8835 -5.7733
H -1.4515 -3.8555 -4.2513
H -0.1448 -4.1296 -5.4360
H 0.0445 -3.8417 -2.8125
C 1.1933 2.0354 6.0930
C 0.2976 1.4875 4.9840
C -1.2357 1.8700 5.3108
O 0.6497 2.0260 3.7707
H 0.9911 3.1197 6.0772
H 2.1989 1.7700 5.8571
H 1.0378 1.7327 7.1209
H 0.2490 0.3963 4.9620
H -1.9561 1.8551 4.4392
H -1.2709 2.7305 5.9012
H -1.4293 1.0439 5.9533
H 1.1736 1.4102 3.2220
C 5.8250 0.2108 -0.2028
C 4.5995 0.5966 -1.0224
C 4.3702 -0.3572 -2.1800
O 3.5459 0.6704 -0.0801
H 6.7530 0.2698 -0.7023
H 5.7716 -0.8311 0.1525
H 5.8223 0.8492 0.7155
H 4.8209 1.5859 -1.4145
H 3.3513 -0.1824 -2.5794
H 4.3484 -1.3628 -1.7971
H 5.1494 -0.2570 -2.9335
H 2.7433 0.6869 -0.5764
C -3.3227 5.7499 -0.5317
C -2.0551 5.3999 0.1168
C -2.3449 4.9360 1.6332
O -1.2742 4.4629 -0.5877
H -3.1063 6.1724 -1.5484
H -3.8953 6.4632 0.0266
H -3.9811 4.8653 -0.6283
H -1.4441 6.3467 0.1944
H -3.2480 4.3735 1.5314
H -2.4265 5.7849 2.2713
H -1.5413 4.3247 1.9748
H -1.5524 4.5243 -1.5155
C 1.5612 5.6985 -1.4718
C 2.2104 4.4522 -0.7823
C 3.5743 4.8340 -0.2359
O 1.3891 4.0964 0.3595
H 1.5556 6.5893 -0.8359
H 0.5168 5.4778 -1.6336
H 2.1035 5.9339 -2.3992
H 2.1953 3.6136 -1.5175
H 4.1797 5.1883 -1.0467
H 3.9866 3.9060 0.1685
H 3.4225 5.5562 0.5029
H 0.4742 4.1539 0.1426
C -8.6094 -0.3046 3.2253
C -8.7660 -1.8303 3.1734
C -9.3617 -2.1892 1.7995
O -7.4971 -2.4706 3.3584
H -8.5008 0.0714 4.2243
H -9.5020 0.1800 2.7750
H -7.6949 -0.1131 2.6541
H -9.4545 -2.2091 3.8759
H -9.2067 -3.2514 1.6000
H -8.7881 -1.7368 0.9457
H -10.4137 -1.9880 1.7211
H -7.3216 -2.4455 4.2688
C 0.9996 -7.5564 -2.6715
C -0.3140 -7.3026 -1.9685
C -0.1746 -7.6896 -0.4547
O -0.6167 -5.9853 -2.2100
H 1.2250 -8.6173 -2.6788
H 1.7556 -7.1073 -2.1001
H 1.1316 -7.2327 -3.6939
H -1.0836 -8.0408 -2.4034
H 0.4373 -6.9098 -0.0046
H 0.2556 -8.7108 -0.2957
H -1.1321 -7.6568 0.0473
H -1.5398 -5.9521 -2.1854
```

Calculated values
highest occupied orbital energy = -9.26 eV
E_LUMO = 0.0187 Ha
gap between HOMO and LUMO = 0.35900 hartree
energy relative to the best compared isomer or geometry (same formula, charge and spin) = 44.7 kcal per mole
molar mass = 630.0 g/mol
F_max = 0.0754 Eh/bohr



3.
A molecular structure, C31H90Hg2O31 in a non-equilibrium geometry. Source: the OMol25 dataset; level of theory: ωB97M-V/def2-TZVPD.

The geometry in XYZ format:
```
154
C31H90Hg2O31 | the OMol25 dataset | ωB97M-V/def2-TZVPD
Hg -1.9718 1.6878 -0.6253
Hg -0.9975 -1.6066 0.9792
C -4.8305 -0.8300 -1.8040
C -3.8746 -1.4086 -0.8327
O -2.8008 -0.6100 -0.4301
H -4.3656 -0.4968 -2.7319
H -5.1671 0.1009 -1.3478
H -5.7061 -1.4584 -1.9673
H -3.5745 -2.4303 -1.0652
H -4.4292 -1.5594 0.0935
C 0.7022 -5.1717 2.4787
C 1.2942 -3.8117 2.4365
O 0.3878 -2.8026 2.6314
H 0.0213 -5.2808 1.6345
H -0.0063 -5.2717 3.3009
H 1.2802 -6.0959 2.4779
H 1.6526 -3.6815 1.4154
H 2.2015 -3.7966 3.0403
C 0.5261 0.5138 -0.1549
O 0.7680 -0.6808 -0.2216
O 0.3809 1.2885 -1.0825
O -0.3462 0.6879 0.6951
C -0.0073 -4.3931 -1.2080
O -0.8652 -3.4306 -0.6423
H -0.3662 -5.3865 -0.9386
H 0.0610 -4.3432 -2.2947
H 0.9814 -4.1980 -0.7926
H -1.7195 -3.4324 -1.0802
C 2.8931 -0.4396 3.0955
O 2.0303 -0.9507 4.0746
H 3.6254 -1.1706 2.7529
H 2.3101 -0.1697 2.2150
H 3.4579 0.3927 3.5155
H 1.3968 -1.4939 3.5999
C 3.4043 3.5805 -1.5433
C 2.8307 4.9953 -1.6686
O 1.4567 4.9588 -1.9255
O 2.7473 2.8088 -0.5180
H 4.4788 3.6008 -1.3611
H 3.3603 3.0048 -2.4678
H 3.5173 5.4380 -2.3902
H 2.8987 5.4304 -0.6715
H 1.3172 4.1894 -2.4824
H 1.9520 2.4258 -0.8955
C -0.4280 -2.7010 6.6063
C -1.2956 -3.6792 5.8378
O -1.7351 -3.1873 4.5543
O -1.1937 -1.5941 7.0552
H 0.4473 -2.3732 6.0455
H -0.0215 -3.1555 7.5098
H -2.0997 -4.0850 6.4516
H -0.5788 -4.4934 5.7315
H -0.9675 -2.9966 4.0103
H -2.1223 -1.8274 7.1250
C 5.8230 0.9460 -2.0593
C 7.2990 1.2623 -1.9353
O 7.3872 2.6541 -1.7484
O 5.2704 1.3152 -3.3285
H 5.1608 1.3837 -1.3123
H 5.7122 -0.1293 -1.9194
H 7.8037 0.9450 -2.8478
H 7.8584 0.8330 -1.1041
H 6.7728 3.0090 -2.3950
H 4.3774 0.9695 -3.2612
C -0.5054 2.7143 -4.4043
C -1.9731 2.4233 -3.8240
O -2.0061 1.3366 -2.9418
O 0.3212 2.9974 -3.2963
H -0.4666 3.4982 -5.1607
H -0.1573 1.8311 -4.9398
H -2.6617 2.3843 -4.6680
H -2.1866 3.2991 -3.2111
H -1.8426 0.5280 -3.4328
H 0.4510 2.1457 -2.8727
C -1.7407 5.1985 -0.8433
C -1.1083 6.0361 0.2357
O -1.4969 5.4901 1.4910
O -1.2044 3.8974 -0.8161
H -1.6017 5.6923 -1.8051
H -2.8261 5.2159 -0.7440
H -1.4730 7.0594 0.1463
H -0.0194 5.9985 0.2040
H -1.0606 4.6497 1.6489
H -0.2872 4.0465 -1.0570
C -4.1365 2.4564 1.4202
C -4.7414 3.1512 0.1993
O -4.3184 2.5252 -1.0594
O -2.7509 2.5840 1.4089
H -4.4628 1.4177 1.4730
H -4.6316 3.0202 2.2108
H -4.4837 4.2090 0.1461
H -5.8242 3.0362 0.2484
H -4.7148 2.9655 -1.8148
H -2.5303 2.4446 2.3327
C -1.4330 -1.0789 -5.9500
C -1.7513 -2.5525 -6.5524
O -1.1308 -3.5925 -5.8497
O -2.0457 -0.9297 -4.7082
H -1.8504 -0.3387 -6.6326
H -0.3787 -0.8700 -5.7686
H -1.4338 -2.5715 -7.5950
H -2.8316 -2.6576 -6.6527
H -0.2195 -3.6329 -6.1491
H -1.3934 -1.3799 -4.1665
C 2.0235 -0.6772 -4.2010
C 1.1073 -1.7638 -3.7172
O 0.0889 -1.1535 -2.8680
O 2.5899 0.0820 -3.0675
H 1.4844 0.0074 -4.8559
H 2.8770 -1.0816 -4.7450
H 1.6206 -2.5902 -3.2257
H 0.6209 -2.2123 -4.5834
H 0.3720 -1.0047 -1.9628
H 1.9245 0.3419 -2.4262
C -4.7049 -4.2298 1.8697
C -3.2375 -4.3912 1.4616
O -2.5207 -3.2308 1.7671
O -5.0070 -4.1995 3.2512
H -5.2167 -5.1106 1.4819
H -5.1218 -3.3583 1.3650
H -3.1215 -4.6137 0.4009
H -2.9205 -5.2530 2.0488
H -2.3466 -3.3009 2.7086
H -5.8846 -3.8133 3.2989
C 2.4025 3.4935 2.7231
C 1.0160 3.2300 3.2238
O 0.0895 3.1264 2.1541
O 2.4356 4.7033 1.9776
H 2.5991 2.6245 2.0953
H 3.0613 3.6372 3.5795
H 0.6711 3.9833 3.9320
H 0.9958 2.4066 3.9378
H 0.0177 2.2418 1.7881
H 1.7909 4.5762 1.2777
C 3.8496 -2.1233 -0.6658
C 4.8587 -2.9017 0.1517
O 5.2585 -4.1756 -0.4504
O 3.4883 -0.8564 -0.1086
H 2.9373 -2.7146 -0.7439
H 4.1391 -2.0869 -1.7161
H 4.4362 -2.9868 1.1528
H 5.8097 -2.3796 0.2565
H 5.9015 -4.0265 -1.1474
H 2.5310 -0.7851 -0.1165
C -1.1813 -0.0091 3.7979
C -2.0015 0.9625 4.8029
O -2.3325 2.1965 4.1893
O -2.0237 -0.5611 2.8240
H -0.7091 -0.8334 4.3324
H -0.3215 0.4208 3.2842
H -1.4388 1.1845 5.7096
H -2.9143 0.5025 5.1814
H -2.5407 2.8585 4.8526
H -2.9204 -0.6012 3.1644
```

Calculated values
highest occupied orbital energy = -8.12 eV
E_LUMO = -0.0050 Ha
gap between HOMO and LUMO = 0.29323 hartree
molar mass = 1360.2 g/mol
F_max = 0.1760 Eh/bohr



> Which value of gap between HOMO and LUMO does entry 2 give?

0.35900 hartree



> What is the formula in the first record?

C31H83N11O12